# 1
The following is a quantum chemistry calculation of an isolated molecule of C5H9F, from the OMol25 dataset.

Each line ends with the Löwdin charge.
Atoms and positions in Å:
C1 -1.709 -1.056 0.102  -0.0738
C2 -0.515 -0.294 -0.515  -0.3350
C3 -0.427 1.136 -0.037  -0.0848
C4 0.589 0.043 0.458  -0.2253
C5 2.042 0.271 0.002  -0.1301
F1 2.762 -0.985 -0.071  -0.0902
H1 -2.036 -0.530 0.976  0.0480
H2 -1.659 -2.165 0.266  0.0870
H3 -2.493 -0.715 -0.716  0.1145
H4 -0.239 -0.487 -1.566  0.1448
H5 -1.209 1.355 0.675  0.0918
H6 -0.006 1.867 -0.745  0.1069
H7 0.396 -0.148 1.567  0.1543
H8 1.820 0.722 -0.905  0.0731
H9 2.685 0.986 0.509  0.1189

## Properties
**ΔE to the lowest compared entry with this formula, charge and spin**: 142.7 kJ/mol

# 2
The following is a quantum chemistry calculation of an isolated molecule of C31H30F3N3O3S, from the OMol25 dataset.

Each line ends with the Löwdin charge.
Atoms and positions in Å:
C1 -2.237 3.689 2.921  -0.0166
N1 -1.990 2.263 2.920  -0.0354
C2 -2.999 1.354 3.125  -0.3639
O1 -4.185 1.620 3.308  0.0772
C3 -2.362 -0.031 3.098  -0.1615
C4 -2.941 -0.982 2.045  -0.0935
C5 -4.392 -1.320 2.248  -0.2350
C6 -5.291 -1.130 1.204  -0.0475
C7 -6.654 -1.277 1.430  -0.0772
C8 -7.116 -1.682 2.696  -0.0871
C9 -6.194 -2.020 3.685  -0.0846
C10 -4.825 -1.863 3.471  -0.0360
N2 -0.950 0.268 2.810  -0.0088
C11 -0.043 -0.747 2.717  -0.0449
C12 1.298 -0.588 2.474  -0.0859
C13 2.222 -1.672 2.351  -0.1454
C14 3.664 -1.298 2.374  -0.1645
C15 4.624 -2.230 2.791  -0.0379
C16 5.977 -1.955 2.929  -0.0060
C17 6.447 -0.687 2.590  -0.2424
C18 7.834 -0.336 2.650  -0.1758
N3 8.967 -0.040 2.638  0.1502
C19 5.531 0.283 2.181  -0.0247
C20 4.166 0.001 2.068  -0.0019
C21 1.596 -3.152 1.361  -0.1674
C22 0.133 -3.579 1.279  -0.2720
C23 -0.701 -3.274 0.190  -0.0263
C24 -2.050 -3.658 0.192  -0.0808
C25 -2.571 -4.362 1.284  -0.0878
C26 -1.741 -4.713 2.354  -0.0605
C27 -0.387 -4.379 2.319  -0.0576
S1 2.568 -4.745 1.516  0.7919
O2 1.824 -5.923 1.147  -0.2610
O3 3.135 -4.755 2.855  -0.3132
C28 3.967 -4.574 0.273  -0.6080
F1 5.038 -5.295 0.651  0.1454
F2 4.333 -3.268 0.172  0.1175
F3 3.538 -4.995 -0.930  0.1365
C29 -0.643 1.709 2.769  -0.4699
C30 -0.050 2.144 1.425  -0.0001
C31 0.243 2.166 3.940  0.0056
H1 -3.309 3.869 3.046  0.0953
H2 -1.696 4.188 3.739  0.0930
H3 -1.912 4.148 1.975  0.0909
H4 -2.455 -0.479 4.111  0.1635
H5 -2.792 -0.500 1.058  0.1388
H6 -2.336 -1.899 2.060  0.0814
H7 -4.913 -0.831 0.217  0.1166
H8 -7.364 -1.069 0.637  0.0994
H9 -8.188 -1.734 2.892  0.1012
H10 -6.540 -2.404 4.650  0.1047
H11 -4.090 -2.134 4.231  0.1144
H12 -0.452 -1.753 2.914  0.1304
H13 1.696 0.433 2.461  0.0634
H14 1.980 -2.586 2.966  0.1203
H15 4.331 -3.225 3.093  0.0828
H16 6.661 -2.712 3.343  0.1341
H17 5.880 1.305 1.997  0.1238
H18 3.506 0.807 1.754  0.1027
H19 1.948 -2.716 0.422  0.1059
H20 -0.281 -2.712 -0.649  0.1208
H21 -2.667 -3.411 -0.685  0.1159
H22 -3.622 -4.641 1.284  0.1107
H23 -2.155 -5.291 3.194  0.1163
H24 0.241 -4.703 3.150  0.1210
H25 -0.778 1.968 0.625  0.0998
H26 0.204 3.209 1.470  0.0853
H27 0.848 1.575 1.191  0.0638
H28 -0.329 2.095 4.874  0.1005
H29 1.137 1.546 4.027  0.0743
H30 0.543 3.208 3.783  0.0857

## Properties
**ΔE to the lowest compared entry with this formula, charge and spin**: 10.2 kJ/mol

# 3
The following is a quantum chemistry calculation of an isolated molecule of C3H2ClNO, from the OMol25 dataset.

Each line ends with the Löwdin charge.
Atoms and positions in Å:
Cl1 -2.621 -0.135 -0.009  0.7165
C1 -0.904 -0.044 0.001  -0.7589
C2 -0.059 1.022 -0.015  -0.1392
N1 1.223 0.537 -0.012  0.0907
C3 1.074 -0.754 -0.004  -0.1844
O1 -0.211 -1.175 0.010  0.0275
H1 -0.339 2.064 0.075  0.1143
H2 1.837 -1.515 -0.047  0.1334

## Properties
**ΔE to the lowest compared entry with this formula, charge and spin**: 0.8 kJ/mol

# 4
The following is a quantum chemistry calculation of a cluster of 3 separate species, C4H11NO3 in total, from the OMol25 dataset.

Each line ends with the Löwdin charge.
Atoms and positions in Å:
O1 -2.254 1.108 -2.174  0.1392
C1 -1.121 1.454 -2.105  -0.2063
C2 -0.331 1.302 -0.814  -0.3814
C3 -1.161 1.112 0.546  -0.0483
N1 0.670 2.375 -0.708  0.2241
C4 1.960 -1.906 0.140  -0.2893
O2 0.623 -2.068 -0.091  -0.2177
H1 -0.380 1.744 -2.904  0.1471
H2 0.392 0.314 -0.660  0.1958
H3 -0.467 0.833 1.304  0.0496
H4 -1.747 1.981 0.817  0.0719
H5 -1.900 0.268 0.296  0.1145
H6 0.189 3.043 -0.095  0.0624
H7 2.503 -2.927 -0.370  0.1407
H8 2.359 -1.932 1.219  0.0798
H9 2.409 -0.975 -0.301  0.0654
H10 -0.893 -2.341 2.671  0.0648
H11 -0.250 -1.838 1.139  -0.0088
O3 -0.601 -1.545 2.091  -0.2034

## Properties
**ΔE to the lowest compared entry with this formula, charge and spin**: 972.8 kJ/mol

# 5
The following is a quantum chemistry calculation of an isolated molecule of C4H9NOS, from the OMol25 dataset.

Each line ends with the Löwdin charge.
Atoms and positions in Å:
C1 1.051 0.582 1.741  -0.1632
S1 -0.444 0.041 0.742  0.9017
N1 -0.941 1.619 0.625  -0.1680
O1 -1.736 -0.679 1.652  -0.4640
C2 -0.706 -0.432 -0.876  -0.3959
C3 -0.254 -1.798 -1.377  -0.1121
C4 0.475 -0.456 -1.789  -0.1640
H1 1.622 -0.407 1.933  0.0923
H2 1.499 1.367 1.232  0.0155
H3 0.831 1.054 2.690  0.0539
H4 -1.900 1.764 0.378  0.0680
H5 -0.443 2.293 0.092  0.0602
H6 0.198 -2.550 -0.870  0.0584
H7 -0.965 -2.089 -2.115  0.0801
H8 0.273 0.101 -2.655  0.0730
H9 1.442 -0.411 -1.404  0.0642

## Properties
**ΔE to the lowest compared entry with this formula, charge and spin**: 735.1 kJ/mol

Number 1: HOMO energy -10.28 eV, calculated total energy -8046.5634 eV. Number 2: HOMO energy -7.73 eV, calculated total energy -62231.0574 eV. Number 3: HOMO energy -9.34 eV, calculated total energy -19202.6346 eV. Number 4: HOMO energy -8.49 eV, calculated total energy -11950.0270 eV. Number 5: HOMO energy -8.32 eV, calculated total energy -18659.9074 eV.